DFT (ωB97M-V/def2-TZVPD) results for a molecular structure, C4H10FIN in a non-equilibrium geometry.

```
17
C4H10FIN | OMol25 | ωB97M-V/def2-TZVPD
I -2.746 -0.632 -1.003
F -0.424 -1.936 0.178
N -0.265 0.774 1.171
C -0.636 -1.134 -0.882
C 0.195 0.548 -0.194
C 0.005 -1.589 -2.137
C 0.767 1.448 1.994
H -0.530 -2.465 -2.511
H 1.037 -1.876 -1.951
H -0.499 -0.130 1.609
H -0.085 1.322 -0.892
H 1.588 0.759 2.185
H -0.036 -0.813 -2.897
H -1.128 1.333 1.153
H 0.351 1.773 2.944
H 1.157 2.315 1.462
H 1.250 0.304 -0.230
```

Net charge = +1
Energy above the lowest of the compared OMol25 structures with the same formula, charge and spin = 46.0 kJ/mol
Frontier orbital gap = 10.2 eV
Highest occupied orbital energy = -0.494 Eh

Atomic partial charges in e from the Löwdin method, atoms 1 to 6: 0.898 -0.046 -0.043 -0.817 -0.072 -0.105